1.
{"formula": "C53H43N4O2P2TeV", "method": "the ωB97M-V functional and the def2-TZVPD basis", "elements": ["V", "C", "O", "C", "N", "C", "C", "C", "C", "C", "C", "C", "C", "C", "C", "C", "C", "N", "C", "N", "C", "C", "O", "C", "C", "C", "C", "C", "C", "H", "H", "H", "H", "H", "H", "H", "H", "H", "H", "H", "H", "H", "H", "H", "H", "H", "H", "H", "Te", "C", "C", "C", "N", "C", "C", "C", "P", "C", "C", "C", "C", "C", "C", "C", "C", "C", "C", "C", "C", "P", "C", "C", "C", "C", "C", "C", "C", "C", "C", "C", "C", "C", "H", "H", "H", "H", "H", "H", "H", "H", "H", "H", "H", "H", "H", "H", "H", "H", "H", "H", "H", "H", "H", "H", "H", "H"], "coordinates": [[-0.10, 1.19, 0.56], [-0.91, -4.22, 2.51], [-0.60, -2.95, 3.33], [-1.04, -1.98, 2.49], [-1.43, -2.36, 1.28], [-0.79, -3.80, 1.08], [-1.20, -4.58, -0.16], [-0.72, -6.05, -0.11], [-0.32, -6.64, -1.30], [-0.18, -5.97, -2.57], [-0.27, -4.60, -2.59], [-0.57, -3.82, -1.40], [-0.92, -0.65, 3.08], [-0.89, -0.61, 4.47], [-0.85, 0.66, 5.07], [-0.93, 1.83, 4.37], [-1.02, 1.72, 2.95], [-0.77, 0.50, 2.31], [-1.06, 2.91, 2.11], [-0.97, 3.00, 0.80], [-1.06, 4.43, 0.34], [-1.46, 5.17, 1.63], [-1.34, 4.11, 2.75], [-1.95, 4.48, -0.91], [-2.40, 5.70, -1.41], [-2.98, 5.78, -2.71], [-3.04, 4.70, -3.49], [-2.37, 3.39, -3.24], [-1.98, 3.23, -1.74], [-1.88, -4.59, 2.90], [-0.19, -4.97, 2.86], [0.27, -3.52, 0.99], [-0.67, -6.54, 0.83], [-0.12, -7.74, -1.35], [0.09, -6.53, -3.48], [-0.08, -4.07, -3.53], [0.24, -3.15, -1.01], [-0.84, -1.54, 5.02], [-0.66, 0.73, 6.13], [-1.12, 2.77, 4.80], [-0.09, 4.86, 0.10], [-2.42, 5.63, 1.64], [-0.74, 6.00, 1.78], [-2.31, 6.57, -0.78], [-3.39, 6.72, -3.02], [-3.59, 4.79, -4.47], [-1.46, 3.27, -3.84], [-0.98, 2.69, -1.63], [2.20, 2.58, -0.15], [2.33, 1.61, -2.10], [2.14, 0.19, -2.28], [2.24, -0.29, -3.57], [2.35, 0.47, -4.66], [2.53, 1.80, -4.44], [2.51, 2.41, -3.20], [1.76, 0.93, 0.87], [-1.24, -0.18, -1.28], [-2.49, 0.86, -1.92], [-2.69, 0.91, -3.28], [-3.34, 2.20, -3.71], [-4.63, 2.28, -2.97], [-4.49, 2.34, -1.68], [-3.08, 2.15, -1.20], [-2.04, -1.73, -0.90], [-1.98, -3.07, -1.62], [-2.61, -4.25, -0.77], [-3.78, -3.93, 0.10], [-3.87, -2.70, 0.61], [-2.57, -1.78, 0.49], [2.60, -0.38, 1.63], [3.50, 0.22, 3.08], [4.65, -0.45, 3.61], [5.31, 0.17, 4.65], [4.80, 1.29, 5.26], [3.51, 1.82, 4.94], [2.89, 1.30, 3.82], [3.87, -0.91, 0.53], [5.11, -0.27, 0.43], [5.92, -0.54, -0.65], [5.55, -1.50, -1.59], [4.46, -2.33, -1.31], [3.56, -2.00, -0.31], [1.98, -0.50, -1.48], [2.26, -1.36, -3.79], [2.69, 2.38, -5.30], [2.60, 3.50, -3.00], [-2.32, 0.15, -3.99], [-3.47, 2.31, -4.77], [-5.59, 2.34, -3.53], [-5.27, 2.51, -0.98], [-3.10, 2.01, -0.16], [-2.31, -3.09, -2.63], [-2.85, -5.10, -1.40], [-4.61, -4.69, 0.23], [-4.75, -2.35, 1.11], [-2.82, -0.76, 0.91], [4.97, -1.35, 3.08], [6.17, -0.30, 5.09], [5.38, 1.67, 6.10], [3.00, 2.63, 5.42], [1.95, 1.77, 3.48], [5.32, 0.44, 1.20], [6.82, 0.05, -0.84], [6.14, -1.75, -2.46], [4.26, -3.15, -1.98], [2.62, -2.56, -0.17]], "homo_energy_ha": [-0.325, -0.333], "homo_lumo_gap_ev": [5.25, 5.30], "multiplicity": 4, "charge": 1, "e_tot_ev": -117255.1616}

2.
{"formula": "C53H45BF2IrN6OP2S2", "method": "the ωB97M-V functional and the def2-TZVPD basis", "elements": ["Ir", "O", "S", "C", "C", "C", "C", "C", "C", "P", "C", "C", "C", "C", "C", "C", "C", "C", "C", "C", "C", "C", "C", "C", "C", "C", "C", "C", "P", "C", "C", "C", "C", "C", "C", "C", "C", "C", "C", "C", "C", "H", "H", "H", "H", "H", "H", "H", "H", "H", "H", "H", "H", "H", "H", "H", "H", "H", "H", "H", "H", "H", "H", "H", "H", "H", "H", "H", "H", "S", "C", "N", "N", "C", "C", "C", "C", "C", "C", "N", "N", "C", "C", "C", "C", "C", "C", "H", "H", "H", "H", "H", "H", "H", "H", "H", "H", "H", "C", "C", "N", "C", "C", "N", "H", "H", "H", "H", "H", "H", "F", "B", "F"], "coordinates": [[0.71, -0.29, -0.24], [-2.44, 1.68, -1.34], [-1.97, 0.87, -0.21], [-3.44, -0.07, 0.26], [-4.59, 0.58, 0.69], [-5.74, -0.15, 0.91], [-5.75, -1.52, 0.69], [-4.61, -2.16, 0.24], [-3.44, -1.44, 0.01], [-2.00, -2.32, -0.72], [-2.35, -4.05, -0.32], [-2.30, -4.38, 1.04], [-2.51, -5.68, 1.44], [-2.77, -6.66, 0.49], [-2.81, -6.34, -0.86], [-2.59, -5.03, -1.27], [-2.17, -2.05, -2.51], [-1.31, -2.72, -3.39], [-1.42, -2.51, -4.75], [-2.37, -1.63, -5.25], [-3.22, -0.96, -4.38], [-3.12, -1.16, -3.02], [-0.35, 2.38, 1.54], [-0.87, 3.78, 1.97], [-0.99, 3.97, 3.44], [-0.46, 3.12, 4.32], [0.18, 1.89, 3.90], [0.26, 1.53, 2.61], [0.84, -0.12, 2.11], [2.55, -0.24, 2.72], [3.11, -1.51, 2.79], [4.44, -1.66, 3.14], [5.21, -0.54, 3.42], [4.65, 0.73, 3.35], [3.32, 0.89, 2.99], [-0.17, -1.11, 3.26], [0.25, -1.57, 4.50], [-0.64, -2.21, 5.34], [-1.96, -2.40, 4.96], [-2.39, -1.93, 3.73], [-1.50, -1.29, 2.89], [-4.57, 1.65, 0.83], [-6.64, 0.35, 1.23], [-6.65, -2.09, 0.83], [-4.62, -3.22, 0.05], [-2.10, -3.61, 1.77], [-2.46, -5.93, 2.49], [-2.93, -7.68, 0.80], [-3.01, -7.10, -1.59], [-2.62, -4.78, -2.32], [-0.56, -3.40, -3.01], [-0.77, -3.04, -5.43], [-2.46, -1.48, -6.31], [-3.96, -0.29, -4.77], [-3.79, -0.64, -2.35], [-0.31, 4.63, 1.56], [-1.47, 4.88, 3.77], [-0.49, 3.33, 5.38], [0.59, 1.25, 4.67], [2.51, -2.38, 2.56], [4.88, -2.64, 3.19], [6.25, -0.65, 3.69], [5.25, 1.60, 3.56], [2.90, 1.88, 2.94], [1.28, -1.43, 4.81], [-0.31, -2.56, 6.31], [-2.65, -2.91, 5.61], [-3.42, -2.07, 3.42], [-1.82, -0.94, 1.91], [3.34, -0.66, -0.32], [3.68, 1.06, -0.38], [4.95, 1.33, -0.53], [5.47, 2.52, -0.76], [5.10, 3.46, -1.68], [5.81, 4.68, -1.69], [5.54, 5.63, -2.64], [4.57, 5.38, -3.62], [3.86, 4.19, -3.61], [4.10, 3.24, -2.64], [2.76, 1.99, -0.17], [1.60, 1.70, 0.31], [0.51, 2.49, 0.31], [0.24, 3.38, -0.72], [-0.97, 4.07, -0.96], [-2.09, 4.07, -0.19], [-2.18, 3.49, 1.17], [-1.81, 1.99, 1.25], [6.38, 2.64, -0.32], [6.56, 4.86, -0.94], [6.07, 6.56, -2.64], [4.39, 6.12, -4.38], [3.12, 4.01, -4.37], [3.57, 2.30, -2.65], [1.01, 3.46, -1.48], [-1.01, 4.61, -1.89], [-2.97, 4.58, -0.56], [-3.11, 3.77, 1.66], [-2.27, 1.50, 2.11], [2.37, -1.93, -3.23], [1.37, -0.86, -3.37], [0.67, -0.26, -2.41], [-0.09, 0.70, -3.02], [0.14, 0.67, -4.36], [1.06, -0.31, -4.56], [2.05, -2.68, -2.52], [3.32, -1.53, -2.86], [2.55, -2.41, -4.19], [-0.77, 1.34, -2.49], [-0.27, 1.26, -5.15], [1.45, -0.59, -5.45], [0.55, -3.13, -1.05], [-0.04, -2.29, -0.15], [0.07, -2.85, 1.09]], "homo_energy_ha": [-0.453, -0.452], "homo_lumo_gap_ev": [5.29, 4.85], "multiplicity": 2, "charge": 2, "e_tot_ev": -115863.9830, "de_lowest_kcal_mol": 59.0}

3.
{"formula": "C53H45CsN4S5Sb2", "method": "the ωB97M-V functional and the def2-TZVPD basis", "elements": ["Cs", "C", "C", "C", "C", "C", "C", "N", "N", "C", "C", "C", "C", "C", "N", "H", "H", "H", "H", "H", "H", "H", "H", "H", "C", "C", "C", "Sb", "C", "C", "C", "C", "C", "C", "C", "C", "C", "C", "C", "C", "Sb", "C", "C", "C", "C", "C", "C", "C", "C", "C", "C", "C", "C", "H", "H", "H", "H", "H", "H", "H", "H", "H", "H", "H", "H", "H", "H", "H", "H", "H", "H", "H", "H", "H", "H", "H", "H", "H", "H", "S", "C", "S", "C", "C", "S", "S", "S", "C", "C", "C", "C", "C", "C", "N", "C", "C", "C", "C", "C", "C", "H", "H", "H", "H", "H", "H", "H", "H", "H", "H"], "coordinates": [[-1.06, -0.65, 1.05], [-1.68, -5.98, -0.41], [-0.49, -6.24, 0.27], [0.53, -5.32, 0.26], [0.41, -4.11, -0.46], [-0.78, -3.88, -1.17], [-1.82, -4.79, -1.12], [1.36, -3.14, -0.49], [2.53, -3.49, -0.02], [3.45, -2.56, 0.28], [4.79, -3.02, 0.41], [5.75, -2.17, 0.88], [5.39, -0.86, 1.22], [4.07, -0.49, 1.05], [3.12, -1.28, 0.58], [-2.47, -6.71, -0.39], [-0.39, -7.16, 0.82], [1.45, -5.49, 0.79], [-0.88, -2.97, -1.75], [-2.74, -4.59, -1.65], [5.02, -4.04, 0.15], [6.77, -2.50, 0.99], [6.12, -0.16, 1.61], [3.74, 0.51, 1.32], [1.95, 4.83, -0.60], [1.18, 5.21, -1.85], [0.03, 4.28, -2.19], [-1.25, 3.62, -0.55], [-2.41, 5.46, -0.37], [-3.40, 5.48, 0.61], [-4.21, 6.60, 0.78], [-4.02, 7.72, -0.01], [-3.04, 7.71, -0.98], [-2.24, 6.59, -1.16], [-2.56, 2.77, -2.03], [-2.03, 1.82, -2.89], [-2.85, 1.18, -3.80], [-4.20, 1.46, -3.84], [-4.73, 2.41, -2.99], [-3.91, 3.08, -2.09], [2.50, 2.70, -0.32], [4.61, 3.25, -0.38], [5.10, 4.14, 0.57], [6.42, 4.56, 0.54], [7.28, 4.08, -0.44], [6.81, 3.17, -1.37], [5.49, 2.75, -1.33], [2.53, 2.05, -2.39], [3.00, 2.84, -3.42], [2.89, 2.42, -4.74], [2.33, 1.19, -5.02], [1.90, 0.37, -3.98], [2.00, 0.80, -2.67], [1.33, 5.06, 0.27], [2.86, 5.42, -0.53], [1.86, 5.24, -2.71], [0.80, 6.23, -1.72], [0.43, 3.35, -2.60], [-0.60, 4.73, -2.97], [-3.56, 4.61, 1.22], [-4.98, 6.59, 1.54], [-4.66, 8.59, 0.12], [-2.89, 8.58, -1.61], [-1.47, 6.60, -1.92], [-0.98, 1.57, -2.85], [-2.43, 0.43, -4.46], [-4.85, 0.93, -4.53], [-5.79, 2.62, -2.99], [-4.33, 3.82, -1.42], [4.44, 4.51, 1.34], [6.79, 5.26, 1.28], [8.31, 4.42, -0.48], [7.48, 2.78, -2.13], [5.14, 2.02, -2.05], [3.47, 3.80, -3.20], [3.24, 3.06, -5.54], [2.23, 0.86, -6.04], [1.48, -0.61, -4.20], [1.66, 0.16, -1.86], [-9.11, -1.38, -0.88], [-7.58, -0.80, -0.68], [-6.17, -1.65, -1.20], [-4.95, -0.46, -0.70], [-5.44, 0.65, -0.07], [-4.56, 1.89, 0.66], [-7.21, 0.73, 0.04], [-3.35, -0.82, -1.07], [-2.79, -2.89, 5.26], [-2.59, -1.58, 5.69], [-1.61, -0.80, 5.14], [-0.74, -1.28, 4.13], [-0.95, -2.62, 3.72], [-1.96, -3.39, 4.27], [0.16, -0.50, 3.49], [0.75, 0.55, 4.08], [1.13, 0.59, 5.44], [1.85, 1.65, 5.96], [2.22, 2.72, 5.15], [1.86, 2.70, 3.81], [1.15, 1.65, 3.29], [-3.57, -3.50, 5.70], [-3.21, -1.17, 6.48], [-1.50, 0.23, 5.46], [-0.29, -3.04, 2.98], [-2.08, -4.41, 3.92], [0.87, -0.25, 6.08], [2.13, 1.64, 7.00], [2.78, 3.54, 5.57], [2.15, 3.52, 3.16], [0.87, 1.65, 2.24]], "homo_energy_ha": [-0.067, -0.033], "homo_lumo_gap_ev": [5.33, 3.55], "multiplicity": 1, "charge": -2, "e_tot_ev": -129450.3925, "de_lowest_kcal_mol": 36.0}

4.
{"formula": "C53H45IN4OP2RuS2Si", "method": "the ωB97M-V functional and the def2-TZVPD basis", "elements": ["Ru", "C", "Si", "C", "C", "C", "C", "C", "C", "P", "C", "C", "C", "C", "C", "C", "C", "C", "C", "C", "C", "C", "C", "C", "C", "C", "C", "C", "P", "C", "C", "C", "C", "C", "C", "C", "C", "C", "C", "C", "C", "H", "H", "H", "H", "H", "H", "H", "H", "H", "H", "H", "H", "H", "H", "H", "H", "H", "H", "H", "H", "H", "H", "H", "H", "H", "H", "H", "H", "H", "H", "H", "S", "C", "S", "C", "C", "N", "C", "N", "I", "C", "H", "H", "C", "N", "N", "C", "O", "C", "C", "C", "C", "C", "C", "C", "C", "C", "H", "H", "H", "H", "H", "H", "H", "H", "H", "H", "H", "H"], "coordinates": [[1.23, -0.16, 0.83], [-0.17, -3.44, 0.23], [-0.36, -1.81, 1.15], [-2.05, -1.16, 0.66], [-3.20, -1.95, 0.77], [-4.43, -1.51, 0.31], [-4.50, -0.26, -0.29], [-3.37, 0.53, -0.40], [-2.12, 0.09, 0.06], [-0.50, 1.16, -0.10], [-0.28, 1.09, -1.86], [-1.34, 1.42, -2.76], [-1.40, 1.36, -4.11], [-0.25, 0.92, -4.94], [1.34, 0.18, -3.66], [0.84, 0.30, -2.23], [-1.48, 2.68, 0.32], [-2.16, 2.78, 1.52], [-2.83, 3.94, 1.88], [-2.86, 5.02, 1.01], [-2.20, 4.93, -0.20], [-1.51, 3.78, -0.55], [-0.28, -2.32, 2.98], [-0.83, -3.48, 3.55], [-0.68, -3.75, 4.89], [0.01, -2.87, 5.72], [0.56, -1.71, 5.18], [0.43, -1.46, 3.82], [1.02, 0.07, 2.99], [-0.10, 1.24, 3.88], [-1.45, 0.91, 3.97], [-2.34, 1.74, 4.63], [-1.89, 2.92, 5.21], [-0.55, 3.27, 5.11], [0.34, 2.43, 4.45], [2.69, 0.43, 3.62], [3.45, -0.56, 4.24], [4.77, -0.31, 4.58], [5.34, 0.92, 4.30], [4.60, 1.91, 3.67], [3.28, 1.66, 3.32], [-1.14, -3.93, 0.11], [0.49, -4.11, 0.78], [0.28, -3.30, -0.75], [-3.13, -2.93, 1.24], [-5.31, -2.13, 0.43], [-5.45, 0.11, -0.65], [-3.48, 1.51, -0.84], [-2.24, 1.80, -2.30], [-2.29, 1.71, -4.62], [-0.44, 1.05, -6.01], [2.34, -0.25, -3.67], [1.72, 0.44, -1.58], [-2.18, 1.93, 2.19], [-3.34, 3.99, 2.83], [-3.39, 5.93, 1.28], [-2.21, 5.77, -0.89], [-0.99, 3.73, -1.49], [-1.36, -4.18, 2.92], [-1.10, -4.66, 5.31], [0.13, -3.08, 6.77], [1.09, -1.02, 5.83], [-1.82, 0.00, 3.52], [-3.38, 1.46, 4.70], [-2.59, 3.57, 5.73], [-0.20, 4.19, 5.55], [1.38, 2.71, 4.41], [3.03, -1.54, 4.41], [5.36, -1.09, 5.04], [6.38, 1.11, 4.56], [5.05, 2.86, 3.41], [2.74, 2.41, 2.76], [3.64, 0.33, 0.07], [3.92, -1.35, 0.35], [2.61, -2.11, 1.21], [5.03, -2.05, -0.05], [6.09, -1.42, -0.76], [6.96, -0.93, -1.33], [5.15, -3.44, 0.22], [5.26, -4.57, 0.45], [2.04, 3.95, -0.98], [1.26, 2.53, 0.44], [2.20, 2.12, 0.80], [0.84, 3.11, 1.26], [-2.36, -1.50, -5.53], [-1.63, -2.09, -4.41], [-0.53, -1.44, -3.88], [-0.40, -1.74, -2.57], [0.56, -1.30, -1.85], [-1.49, -2.61, -2.21], [-2.23, -2.76, -3.36], [-3.52, -3.49, -3.54], [0.33, -0.52, -4.61], [0.97, -1.20, -5.77], [1.88, -0.65, -6.58], [2.44, 0.72, -6.50], [2.12, 1.64, -5.59], [1.13, 1.48, -4.48], [-1.65, -1.18, -6.28], [-2.95, -0.65, -5.19], [-2.99, -2.28, -5.95], [-1.68, -3.01, -1.23], [-3.73, -4.07, -2.65], [-3.48, -4.16, -4.40], [-4.34, -2.78, -3.69], [0.69, -2.23, -5.95], [2.28, -1.27, -7.38], [3.17, 0.96, -7.25], [2.62, 2.60, -5.66], [1.06, 2.38, -3.87]], "homo_energy_ha": [-0.136, -0.158], "homo_lumo_gap_ev": [5.65, 6.25], "multiplicity": 2, "charge": -1, "e_tot_ev": -122506.7583, "de_lowest_kcal_mol": 120.9}